51
Properties=species:S:1:pos:R:3:forces:R:3 method="wB97M-V/def2-TZVPD" gap_ev=3.69 de_lowest_ev=0.000 e_homo_ev=-9.17 total_charge=+1
C -0.90411 -4.96762 -0.59142 0.053 0.063 0.116
O -2.29477 -4.88018 -0.40637 -0.005 -0.124 -0.131
C -2.81003 -3.57218 -0.32876 -0.335 -0.118 -0.106
C -2.79394 -2.96385 1.07189 0.257 0.163 -0.166
C -1.68032 -1.94065 1.32149 -0.354 -0.325 0.175
C -1.91964 -0.60385 0.60568 1.262 -1.278 -0.066
Nb -0.37122 0.99853 0.41827 -1.807 1.160 2.329
C 1.48055 2.33989 0.36910 0.153 -1.147 0.207
C 1.47197 3.41632 1.44782 -0.193 0.275 -0.366
C 2.77434 4.18537 1.69090 -0.065 -0.181 0.289
F 2.81480 4.56193 3.00204 -0.099 0.162 0.123
Br 2.82010 5.80992 0.63135 0.035 0.155 -0.235
C 4.11383 3.46095 1.46035 -0.450 -0.071 0.097
F 5.10661 4.23217 1.84871 0.759 0.701 0.292
F 4.30661 3.18446 0.17534 -0.023 -0.283 -0.629
Br 4.23696 1.84894 2.50664 -0.094 -0.428 0.149
C -1.10033 1.65868 -1.72202 -1.053 0.764 -1.578
B -1.10733 0.47070 -2.57891 0.441 0.195 2.225
O 0.01095 0.36004 -3.64098 4.387 1.601 8.708
O -1.99693 -0.56903 -2.67858 0.147 -0.186 -1.265
P 0.34940 0.36708 2.79808 0.386 -0.160 -0.546
S -1.38148 0.96710 3.53765 -0.120 0.266 -0.533
P 1.32539 -0.66411 -0.61592 -0.060 0.314 0.309
N 2.34990 -0.04616 -1.88067 -0.363 0.023 -0.016
O 0.53618 -1.91662 -1.42276 -0.148 0.040 -0.762
H -0.65566 -6.02262 -0.68404 0.014 0.018 0.026
H -0.59364 -4.44898 -1.50797 0.013 0.025 -0.037
H -0.34777 -4.53732 0.24602 0.052 -0.029 0.026
H -2.28246 -2.92368 -1.05296 0.045 0.028 -0.019
H -3.83821 -3.66258 -0.68238 -0.018 0.058 -0.018
H -2.70014 -3.80093 1.76552 -0.182 0.031 0.093
H -3.74351 -2.45308 1.24042 -0.103 -0.154 0.156
H -1.65329 -1.76900 2.39992 0.199 0.115 -0.024
H -0.72704 -2.39930 1.04329 0.107 0.118 0.004
H -2.67517 -0.05213 1.18177 0.133 0.371 -0.170
H -2.35995 -0.84030 -0.36843 -0.015 0.253 -0.194
H -1.35178 2.43511 0.89705 0.265 0.241 -1.047
H 1.46468 2.80812 -0.62346 -0.011 -0.019 -0.052
H 2.36787 1.71438 0.42992 0.260 0.152 -0.041
H 1.13999 3.06964 2.42695 0.148 -0.135 0.030
H 0.74686 4.16784 1.13908 -0.125 -0.002 0.248
H -0.46703 2.47064 -2.08956 0.225 0.050 0.310
H -2.09538 2.08508 -1.59009 -0.024 -0.080 0.509
H 0.62348 1.09184 -3.46288 0.652 -0.014 0.791
H -1.61438 -1.45246 -2.78343 -0.097 -0.130 0.294
H 0.72563 -0.96061 3.04233 0.071 -0.114 0.264
H 1.40391 1.10742 3.33220 0.317 -0.157 0.192
H 2.24725 0.95183 -2.02566 0.240 0.079 -0.018
H 2.28441 -0.57328 -2.73838 0.267 -0.095 -0.067
H -0.41024 -1.82923 -1.25696 0.024 -0.234 0.442
Ba -0.82594 0.08580 -5.29721 -5.169 -1.958 -10.320



127
Properties=species:S:1:pos:R:3:forces:R:3 method="wB97M-V/def2-TZVPD" gap_ev=5.07 de_lowest_ev=0.000 e_homo_ev=-3.37 total_charge=-1
Ti -0.11620 0.19470 0.20490 -0.043 -0.477 0.118
C -0.47150 5.40380 -2.96030 -0.193 0.010 -0.036
C -1.80340 4.92030 -2.38580 0.098 -0.052 0.114
C -1.58260 3.91550 -1.30040 -0.150 0.218 0.730
C -1.49790 4.13640 0.05680 -0.072 0.392 -0.860
C -1.56520 5.44500 0.77660 0.200 -0.038 -0.046
C -0.16100 5.90820 1.18670 -0.183 0.065 0.058
C -1.28020 2.86260 0.66660 -0.406 -0.685 0.354
N -1.13480 1.89780 -0.30470 0.219 -0.026 0.735
C -1.33310 2.51960 -1.50270 -0.252 -0.502 -1.850
C -1.25690 1.85830 -2.73060 0.087 0.593 1.298
C -0.68040 0.59420 -2.86120 -0.233 -0.410 -0.546
C -0.40940 -0.13200 -4.05160 -0.140 0.082 0.465
C -0.90830 0.21580 -5.41420 0.244 0.242 0.041
C 0.08180 1.13160 -6.13730 -0.189 -0.085 -0.095
C 0.42940 -1.19000 -3.69440 -0.001 0.225 0.112
C 0.59330 -1.10010 -2.30820 0.020 -0.035 -0.108
C 1.27870 -2.00000 -1.35030 0.525 0.023 0.668
C 0.21100 -2.63380 -0.53730 -0.279 -0.183 -0.328
N -0.63510 -1.80870 0.11980 0.282 -0.479 -0.175
C -1.52220 -2.62130 0.79050 -0.328 -0.480 -0.294
C -2.37580 -2.14180 1.78240 0.470 1.162 0.467
C -2.25920 -0.84680 2.29530 -0.793 -1.760 -0.167
N -1.57950 0.14720 1.66240 0.502 0.857 -0.047
C -1.69870 1.26340 2.45610 -0.359 -0.154 -0.432
C -1.45420 2.55430 2.01370 0.066 0.213 -0.307
C -2.38400 0.93230 3.67160 -0.030 -0.549 0.215
C -2.77800 -0.38060 3.55550 0.022 0.486 -0.039
C -3.57130 -1.23920 4.49260 -0.032 0.054 0.078
C -3.10320 -1.19310 5.94690 -0.097 -0.026 -0.091
C -2.66270 1.94390 4.73680 -0.153 -0.012 -0.055
C -3.98780 2.67510 4.49960 0.131 -0.063 0.155
C -1.24050 -3.98460 0.49040 0.054 0.460 0.113
C -0.11350 -3.97880 -0.33510 -0.217 0.137 -0.093
C 0.67280 -5.14600 -0.84410 0.005 0.136 0.203
C 1.87630 -5.42490 0.05930 -0.148 -0.093 -0.179
C -2.02000 -5.17210 0.95560 -0.043 0.179 -0.131
C -3.21460 -5.45560 0.03990 0.090 -0.065 0.164
N -0.09850 -0.05840 -1.79460 0.301 -0.256 -0.834
C 0.96770 -2.27670 -4.57090 -0.286 -0.015 0.140
C -0.06340 -3.39940 -4.68640 0.210 -0.035 -0.082
H -0.63240 6.12840 -3.75740 0.052 0.063 -0.091
H 0.08810 4.55860 -3.35140 0.142 -0.054 -0.065
H 0.12240 5.86990 -2.17880 0.128 0.066 0.064
H -2.40240 4.47470 -3.18440 -0.060 0.053 0.033
H -2.35930 5.77640 -1.99100 -0.046 -0.099 -0.065
H -2.18960 5.36290 1.67050 -0.063 0.005 -0.033
H -2.02030 6.19740 0.12500 -0.035 -0.054 0.082
H 0.28040 5.20610 1.89390 0.076 -0.042 0.012
H -0.19170 6.89470 1.65070 0.020 0.045 0.056
H 0.48290 5.96630 0.30930 0.066 -0.002 -0.034
H -1.56850 2.38970 -3.61520 0.021 0.085 -0.174
H -1.87240 0.72220 -5.31970 -0.036 -0.081 -0.113
H -1.06790 -0.68970 -6.00840 -0.033 0.030 0.080
H 0.17470 2.07520 -5.60260 0.069 0.079 0.010
H -0.24390 1.33260 -7.15700 0.019 0.097 -0.128
H 1.06300 0.66370 -6.16980 0.126 0.004 -0.027
H 1.95870 -2.71440 -1.81660 -0.268 -0.033 -0.107
H -3.05040 -2.83850 2.25320 0.047 -0.091 0.198
H -1.54740 3.37190 2.71230 -0.058 0.024 0.032
H -3.49150 -2.27340 4.15580 -0.100 0.023 -0.032
H -4.63120 -0.96180 4.44430 0.022 -0.073 -0.052
H -2.01840 -1.23000 5.99060 0.129 -0.003 0.084
H -3.49390 -2.05000 6.49360 -0.021 -0.034 0.067
H -3.44850 -0.29450 6.44940 0.005 0.106 0.100
H -1.85210 2.67620 4.74670 0.045 -0.049 0.112
H -2.68900 1.46700 5.71690 0.111 0.064 -0.024
H -3.99090 3.14810 3.52030 -0.037 0.055 -0.094
H -4.13530 3.44010 5.26210 -0.105 0.079 0.011
H -4.82180 1.97520 4.54110 -0.075 -0.017 -0.013
H 1.02670 -4.93590 -1.85730 -0.074 -0.105 -0.053
H 0.02810 -6.02660 -0.88500 0.022 -0.053 -0.135
H 2.51960 -4.55130 0.10880 0.102 0.114 0.038
H 2.45800 -6.26660 -0.31220 0.116 -0.115 -0.003
H 1.54640 -5.64590 1.07210 0.010 -0.010 0.139
H -2.38720 -5.00300 1.97060 0.030 -0.072 0.086
H -1.36620 -6.04530 0.98770 0.007 -0.052 0.082
H -3.87730 -4.59260 0.01410 -0.062 0.053 -0.037
H -3.77670 -6.31770 0.39920 -0.094 -0.077 -0.043
H -2.87830 -5.65200 -0.97690 0.002 -0.013 -0.076
H 1.89030 -2.67350 -4.13970 0.034 0.051 -0.083
H 1.20350 -1.89380 -5.56780 0.069 0.032 0.037
H -0.30640 -3.77880 -3.69650 -0.094 -0.053 0.102
H 0.31230 -4.22160 -5.29090 0.009 -0.170 -0.117
H -0.97620 -3.02100 -5.14070 -0.143 -0.016 -0.011
S 2.22710 -0.97600 -0.13480 -0.417 0.153 -0.438
Sb 1.12580 -1.73240 2.81880 0.487 -0.529 0.992
C 2.76280 -3.17010 3.13980 -0.470 0.223 -0.357
C 2.84500 -3.97490 4.26560 -0.105 -0.030 0.098
C 3.96420 -4.75260 4.50800 0.051 -0.115 0.139
C 5.02010 -4.74650 3.61500 0.132 -0.113 -0.028
C 4.93390 -3.97700 2.46680 0.139 -0.039 -0.044
C 3.81180 -3.20040 2.23120 0.085 0.002 -0.216
C 0.26020 -2.44900 4.70020 0.138 0.317 -0.435
C 0.69380 -2.16150 5.98480 0.000 0.079 0.183
C 0.17070 -2.84140 7.07370 0.046 0.069 0.180
C -0.81190 -3.79970 6.89090 -0.061 -0.136 0.150
C -1.25590 -4.08850 5.61250 -0.154 -0.232 0.059
C -0.71170 -3.42300 4.52990 -0.048 0.003 -0.113
C 2.37200 -0.25780 3.78530 -0.346 -0.235 -0.217
C 1.83790 0.58070 4.75130 -0.037 0.035 -0.057
C 2.65770 1.43630 5.46550 0.046 0.095 0.171
C 4.01840 1.46760 5.20800 0.010 0.089 0.053
C 4.54520 0.67780 4.20000 0.230 0.122 0.002
C 3.72190 -0.17050 3.48400 0.020 -0.063 -0.147
H 2.03280 -3.99200 4.97400 -0.005 -0.072 0.109
H 4.01010 -5.35590 5.40690 0.013 -0.033 0.002
H 5.90150 -5.34430 3.80640 0.048 -0.034 0.008
H 5.75020 -3.97560 1.75700 0.050 0.004 -0.077
H 3.74970 -2.60120 1.32950 0.044 -0.027 -0.009
H 1.46690 -1.42130 6.13970 0.067 -0.013 0.048
H 0.54550 -2.63590 8.06840 -0.021 0.056 0.059
H -1.22630 -4.32700 7.74110 -0.002 -0.004 0.032
H -2.02040 -4.84070 5.46340 -0.040 -0.053 -0.020
H -1.02920 -3.66580 3.52360 -0.129 -0.094 -0.081
H 0.77230 0.56550 4.94260 -0.076 0.034 0.073
H 2.23720 2.07860 6.22780 -0.040 0.052 0.025
H 4.66820 2.11640 5.77880 0.021 0.076 0.047
H 5.60490 0.71490 3.98020 0.036 0.024 -0.033
H 4.13430 -0.77360 2.68530 0.085 -0.022 0.086
Cl 1.76290 2.13930 -0.98940 0.449 0.529 -0.539
C 2.19940 2.87290 0.55340 -0.203 -0.171 0.387
C 1.42080 2.20990 1.72020 1.041 1.859 0.229
O 1.36770 2.82100 2.77080 0.089 -0.200 -0.243
O 0.93520 1.05980 1.48340 -0.109 -0.289 0.561
H 1.97400 3.93830 0.51330 0.035 -0.163 0.109
H 3.26500 2.71500 0.72610 -0.079 0.034 -0.001